(1)
C19H28CuNO5 | wB97M-V/def2-TZVPD

Results
* <S²>: 0.764
* E_HOMO (alpha / beta): -1.57 / -3.70 eV
* calculated total energy: -76515.882 eV

Geometry as ORCA input:
```
! RIJCOSX wB97M-V def2-TZVPD def2/J DEFGRID3
* xyz -1 2
O 2.02181 1.88708 0.02021
C 0.67977 1.14456 -0.00499
C 1.14286 0.37158 -1.25799
H -0.19072 1.77455 -0.19741
H 0.56937 0.54150 0.91637
C 2.56672 0.77417 -0.72250
H 0.75826 0.90199 -2.14507
H 0.86729 -0.69100 -1.27868
C 3.74506 1.10983 -1.57312
H 3.75410 2.02508 -2.15851
H 3.89339 0.27502 -2.25181
H 4.59421 1.13741 -0.89684
C 3.02750 -0.35803 0.21013
H 2.17947 -0.96468 0.58042
H 3.55921 0.08101 1.07032
H 3.68773 -1.04611 -0.32920
Cu -1.30336 -1.87707 0.51953
C -3.39628 -3.70247 -0.46252
C -3.93814 -2.61005 0.25832
C -3.23266 -1.42402 -0.11577
H -4.83994 -2.63022 0.87484
C -2.32328 -1.78498 -1.19969
C -2.39530 -3.22918 -1.34145
H -1.79074 -3.81313 -2.02748
H -3.74770 -4.73395 -0.36579
H -3.45936 -0.41469 0.22752
H -1.82203 -1.07564 -1.85394
C -1.71522 -2.76745 3.18686
C -0.87477 -3.18831 2.01618
C 0.18453 -2.27388 1.87370
H -0.88384 -4.20982 1.67811
C 0.09240 -1.27273 2.92770
C -1.12681 -1.40939 3.55480
H -1.57532 -0.83261 4.34173
H -1.49506 -3.32389 4.11292
H 1.06543 -2.37434 1.20376
H 0.93268 -0.57887 3.12059
O 0.56453 2.96336 -1.92020
C 1.79607 3.45521 -2.48156
C 1.84855 4.98343 -2.41825
H 2.02571 3.00784 -3.45801
H 2.57856 3.13069 -1.78588
C 0.62973 5.36235 -1.56185
H 1.84585 5.39131 -3.42688
H 2.79243 5.24842 -1.94107
C 0.08336 4.01756 -1.05375
H -0.13523 5.87366 -2.14133
H 0.89100 6.00806 -0.72891
H -1.00822 3.93845 -0.96348
H 0.47995 3.77418 -0.06442
O -4.56572 -4.49300 2.51496
N -3.41083 -4.23480 2.83890
O -2.49721 -5.01673 3.11643
O -3.12980 -2.84725 2.96406
*
```

***

(2)
H5NO | wB97M-V/def2-TZVPD

Results
* E_HOMO: -9.54 eV
* calculated total energy: -3618.400 eV

Geometry as ORCA input:
```
! RIJCOSX wB97M-V def2-TZVPD def2/J DEFGRID3
* xyz 0 1
N -0.19856 0.16582 1.17779
H -0.31736 -0.38372 0.32075
H 0.01234 -0.49749 1.93023
H 0.63756 0.74420 1.04739
O -0.11662 -0.37316 -1.33852
H 0.71258 0.15297 -1.27630
H -0.72995 0.19141 -1.86135
*
```

***

(3)
C30H64BrN4O7PSSi | wB97M-V/def2-TZVPD

Results
* E_HOMO: -8.70 eV
* calculated total energy: -150475.056 eV

Geometry as ORCA input:
```
! RIJCOSX wB97M-V def2-TZVPD def2/J DEFGRID3
* xyz 0 1
C 3.99927 3.62833 3.66706
Si 4.05307 2.44656 2.12960
C 5.91333 2.03180 1.85457
C 2.95996 0.93439 2.55567
C 3.38955 -0.44080 1.84861
C 2.85110 -0.63323 0.34951
C 1.43354 -1.36512 0.22487
C 0.16495 -0.46962 0.63955
C -0.93254 -0.29729 -0.54548
C -2.37387 -0.00714 0.15675
C -2.68787 1.56828 -0.13445
C -3.78246 2.19094 0.85637
P -3.35681 2.07006 2.73190
N -4.18323 3.17876 3.57246
O -3.61722 3.64974 0.65470
S -5.03582 4.40054 0.14102
O -5.61153 5.12045 1.31406
O -4.52435 5.34163 -0.92020
O -5.81452 3.03982 -0.45930
C -5.30610 1.96032 0.40843
Br -6.71256 1.82626 1.81852
C 3.43538 3.48678 0.64546
C 2.07848 3.25602 -0.06659
C 1.61880 4.08934 -1.28688
C 2.58220 5.20286 -1.78290
C 3.94547 5.47406 -1.09675
C 4.38829 4.62665 0.14179
H 2.97136 4.13109 3.67727
H 4.78591 4.44244 3.46701
H 4.28073 3.11276 4.64333
H 6.25475 1.08158 2.38440
H 6.51612 2.89372 2.33694
H 6.12242 2.02674 0.73192
H 1.87231 1.24030 2.39750
H 3.07819 0.76272 3.69488
H 4.53696 -0.57886 1.82743
H 2.99724 -1.31161 2.48917
H 3.61584 -1.32173 -0.18080
H 2.88341 0.35146 -0.25454
H 1.29790 -1.61455 -0.89748
H 1.35243 -2.35661 0.77990
H 0.41260 0.58475 0.99476
H -0.34693 -1.00251 1.51950
H -0.62876 0.63899 -1.13179
H -0.95416 -1.18892 -1.25547
H -3.18675 -0.64117 -0.33964
H -2.34400 -0.15398 1.28834
H -1.70059 2.13410 0.03297
H -2.95720 1.63039 -1.24029
H -1.95525 2.35645 2.90652
H -3.66112 0.75679 3.25378
H -4.74353 2.65892 4.27039
H -5.49894 1.02830 -0.22806
H 1.40732 2.43863 0.34681
H 0.62351 3.86408 -1.79447
H 2.24300 5.81007 -2.68547
H 4.59688 6.29553 -1.53204
H 5.38788 4.86520 0.63835
C -5.28249 -4.71184 -0.85663
O -5.24553 -3.61390 0.04098
C -5.69678 -2.38353 -0.51559
C -7.22941 -2.22889 -0.57734
C -7.88457 -3.04006 -1.69221
N -7.85945 -2.58357 0.70106
H -5.05069 -4.41447 -1.88296
H -6.25517 -5.20429 -0.81040
H -4.53456 -5.43899 -0.53096
H -5.30561 -1.60309 0.14852
H -5.23465 -2.21402 -1.49687
H -7.44154 -1.17297 -0.78115
H -7.97177 -4.10005 -1.44746
H -8.89853 -2.67473 -1.87894
H -7.32332 -2.94960 -2.62649
H -7.49737 -1.96457 1.42524
H -7.50451 -3.50178 0.96917
C -0.00242 -7.23044 1.73508
O -1.03998 -6.71661 0.91659
C -2.34667 -7.15811 1.27354
C -2.97226 -6.40892 2.46696
C -2.39811 -6.82140 3.82002
N -2.84157 -4.95350 2.31956
H -0.20369 -8.25400 2.06291
H 0.15887 -6.57738 2.59455
H 0.91986 -7.23108 1.14935
H -2.96939 -6.96832 0.39172
H -2.35590 -8.24425 1.42930
H -4.03983 -6.65548 2.48240
H -1.42007 -6.37849 4.01609
H -3.06039 -6.49402 4.62685
H -2.30205 -7.90840 3.89170
H -3.32228 -4.66734 1.46650
H -1.86026 -4.75640 2.12110
C 7.97690 4.84030 -5.28906
O 6.63755 4.87292 -4.82555
C 5.85998 3.73478 -5.18699
C 6.09278 2.49312 -4.30341
C 7.40279 1.76647 -4.59800
N 6.04808 2.83125 -2.87534
H 8.06344 4.36094 -6.26810
H 8.61676 4.34052 -4.55965
H 8.32812 5.87111 -5.37763
H 4.81569 4.04458 -5.06526
H 5.99066 3.50274 -6.25158
H 5.28049 1.78810 -4.51244
H 8.27072 2.27101 -4.16981
H 7.38041 0.75952 -4.17078
H 7.56284 1.66511 -5.67513
H 5.13072 3.21810 -2.65484
H 6.68016 3.61848 -2.72811
*
```

***

(4)
C27H30F8N2O5S | wB97M-V/def2-TZVPD

Results
* E_HOMO: -7.89 eV
* calculated total energy: -74271.485 eV

Geometry as ORCA input:
```
! RIJCOSX wB97M-V def2-TZVPD def2/J DEFGRID3
* xyz 0 1
C -6.61623 -1.80930 -2.51000
O -5.20955 -2.02778 -2.53882
C -4.87724 -3.39007 -2.82666
C -3.55028 -3.42681 -3.69593
C -2.26537 -3.76333 -2.84538
C -2.02297 -2.78192 -1.62158
C -0.63758 -2.06578 -1.60460
C -0.31482 -1.17564 -2.73722
C -1.29736 -0.93019 -3.94378
O -1.17928 -1.94148 -4.97580
N 0.13788 -2.05449 -5.39277
O 0.44990 -3.19004 -5.38231
C 0.94614 -0.41651 -2.81356
C 1.90308 -0.53930 -1.72338
C 3.22922 0.30001 -1.78451
C 2.81682 1.74463 -1.26856
O 3.86775 2.71147 -1.44673
C 3.26311 3.99508 -1.19713
C 4.10623 4.87537 -0.20864
F 5.08070 5.52776 -0.96630
F 4.75447 4.15229 0.75440
C 3.15915 6.01554 0.36844
F 3.90505 7.18680 0.38269
F 2.10108 6.27282 -0.49260
C 2.57584 5.73157 1.80635
F 2.29105 4.40633 2.03838
F 1.34552 6.39343 1.87687
C 3.44116 6.38519 2.96377
F 3.06664 5.91669 4.20642
F 4.79095 6.08311 2.82452
C 1.57310 -1.43578 -0.63250
C 0.34274 -2.20247 -0.50193
N 0.05003 -3.04588 0.63311
C 0.38800 -2.43240 1.90309
C -0.56084 -2.48267 3.02721
C -0.21147 -1.84902 4.30248
C -1.26753 -1.88315 5.47180
C -1.09702 -0.56648 6.31193
O -2.25147 -0.24754 7.11118
C 1.06725 -1.18879 4.54030
C 2.01065 -1.13196 3.42947
C 1.66032 -1.73434 2.16183
S 2.79049 -1.65135 0.72219
H -7.16497 -2.27568 -3.37624
H -6.88293 -0.71857 -2.52258
H -7.05246 -2.23058 -1.56101
H -5.68498 -3.81011 -3.49918
H -4.79616 -4.05261 -1.92510
H -3.66914 -4.20614 -4.50292
H -3.49982 -2.44559 -4.22581
H -1.34947 -3.89677 -3.48508
H -2.45867 -4.78967 -2.41105
H -2.26258 -3.35111 -0.68830
H -2.81107 -1.97437 -1.69429
H -2.33264 -0.82262 -3.54658
H -0.99132 0.04250 -4.42668
H 1.20479 0.24870 -3.66713
H 3.66396 0.32651 -2.81325
H 4.01859 -0.12451 -1.10476
H 2.47121 1.65604 -0.20459
H 1.96252 2.05596 -1.94290
H 3.00489 4.54610 -2.13720
H 2.27795 3.80324 -0.67656
H 3.30804 7.49799 2.93253
H -0.96693 -3.16553 0.67733
H -1.54586 -2.98977 2.86253
H -1.17007 -2.78857 6.11532
H -2.27183 -1.80692 4.96371
H -0.22283 -0.68972 7.02299
H -0.84675 0.33219 5.67713
H -2.07360 0.64823 7.44767
H 1.38069 -0.72631 5.49837
H 3.00615 -0.62590 3.48793
*
```

***

(5)
C11H20FN2O3S2 | wB97M-V/def2-TZVPD

Results
* E_HOMO: -12.93 eV
* calculated total energy: -45233.620 eV

Geometry as ORCA input:
```
! RIJCOSX wB97M-V def2-TZVPD def2/J DEFGRID3
* xyz 1 1
C -2.02766 0.74475 -5.45158
C -0.54751 0.72878 -5.83351
O 0.32164 1.28982 -4.84232
N 0.15847 0.70915 -3.61491
C 0.02222 -0.61077 -3.30635
C -0.10008 -0.65119 -1.97259
S -0.33363 -2.09562 -1.00398
N -0.01413 0.64257 -1.50969
C -0.12172 0.94190 -0.07174
C 0.22412 2.35572 0.28820
F 1.53893 2.64837 0.01591
C 0.15336 1.45490 -2.53556
H -2.66662 0.79875 -6.32424
H -2.27930 -0.19755 -4.96538
H -2.24462 1.55520 -4.75912
H -0.24659 -0.28051 -6.11525
H -0.41369 1.32771 -6.72573
H -0.00248 -1.41780 -4.00757
H -1.66024 -2.26594 -1.16621
H 0.54534 0.26328 0.44461
H -1.12461 0.74784 0.29814
H 0.08365 2.43538 1.36459
H -0.46054 3.08333 -0.14903
H 0.27333 2.51996 -2.49015
C 1.06697 -1.48116 5.49640
C 2.01362 -1.35225 4.29646
C 1.15509 -1.42286 3.02725
S -0.46894 -0.79757 3.48710
O -1.42548 -1.86542 3.37103
O -0.69954 0.48155 2.84597
C -0.09687 -0.53591 5.21472
H 1.56394 -1.23098 6.43160
H 0.70272 -2.50778 5.57208
H 2.52845 -0.39047 4.34018
H 2.77496 -2.13025 4.29704
H 1.56122 -0.80894 2.22638
H 1.02840 -2.44707 2.68111
H -0.98188 -0.74483 5.81111
H 0.19972 0.50591 5.33503
*
```

***

(6)
C6H18N3O2 | wB97M-V/def2-TZVPD

Results
* E_HOMO: -12.58 eV
* calculated total energy: -15070.063 eV

Geometry as ORCA input:
```
! RIJCOSX wB97M-V def2-TZVPD def2/J DEFGRID3
* xyz 1 1
C 3.32943 -1.41561 0.00861
C 2.39525 -0.44222 -0.76330
C 1.79896 0.55086 0.28246
C 2.66492 1.84100 0.27309
N 0.36098 0.83568 0.10734
O -0.04177 2.17436 -0.01991
C -0.59029 -0.12502 0.13014
N -0.85193 -0.94874 -0.85750
N -1.31021 -0.27459 1.28728
H 4.11196 -0.83999 0.51864
H 2.73341 -2.00463 0.71705
H 3.82864 -2.12003 -0.66518
H 2.99262 0.07975 -1.51834
H 1.65189 -1.06361 -1.27642
H 1.90194 0.05937 1.26333
H 2.75411 2.20705 1.29795
H 2.31033 2.58841 -0.43893
H 3.65230 1.52608 -0.08205
H -1.00599 2.21278 -0.12424
H -0.54135 -0.61075 -1.76482
H -1.81768 -1.29528 -0.86170
H -2.04023 -0.97351 1.13754
H -0.62282 -0.62854 1.95781
C -4.67715 0.14548 -0.06648
O -3.88230 -1.04216 -0.19843
H -4.00951 1.00212 -0.01079
H -5.33151 0.25506 -0.93134
H -5.27460 0.09622 0.84394
H -4.48942 -1.78955 -0.24576
*
```

***

Question: Which formula does entry 1 have?
Answer: C19H28CuNO5

***

Question: Which of these has the highest calculated total energy?
Answer: H5NO

***

Please write out number 6 again, unchanged.
C6H18N3O2 | wB97M-V/def2-TZVPD

Results
* E_HOMO: -12.58 eV
* calculated total energy: -15070.063 eV

Geometry as ORCA input:
```
! RIJCOSX wB97M-V def2-TZVPD def2/J DEFGRID3
* xyz 1 1
C 3.32943 -1.41561 0.00861
C 2.39525 -0.44222 -0.76330
C 1.79896 0.55086 0.28246
C 2.66492 1.84100 0.27309
N 0.36098 0.83568 0.10734
O -0.04177 2.17436 -0.01991
C -0.59029 -0.12502 0.13014
N -0.85193 -0.94874 -0.85750
N -1.31021 -0.27459 1.28728
H 4.11196 -0.83999 0.51864
H 2.73341 -2.00463 0.71705
H 3.82864 -2.12003 -0.66518
H 2.99262 0.07975 -1.51834
H 1.65189 -1.06361 -1.27642
H 1.90194 0.05937 1.26333
H 2.75411 2.20705 1.29795
H 2.31033 2.58841 -0.43893
H 3.65230 1.52608 -0.08205
H -1.00599 2.21278 -0.12424
H -0.54135 -0.61075 -1.76482
H -1.81768 -1.29528 -0.86170
H -2.04023 -0.97351 1.13754
H -0.62282 -0.62854 1.95781
C -4.67715 0.14548 -0.06648
O -3.88230 -1.04216 -0.19843
H -4.00951 1.00212 -0.01079
H -5.33151 0.25506 -0.93134
H -5.27460 0.09622 0.84394
H -4.48942 -1.78955 -0.24576
*
```